Entry 1:
A structure of composition C25H28BN7O2Ti in a non-equilibrium geometry. Source: the Open Molecules 2025 dataset; level of theory: the ωB97M-V functional and the def2-TZVPD basis.

Each line ends with the Löwdin charge.
CARTESIAN COORDINATES (ANGSTROEM)
H  3.33  -0.53  -1.90  0.114
N  1.80  0.91  -2.32  -0.122
B  0.64  3.18  -2.79  -0.360
N  1.84  2.19  -2.82  -0.003
C  3.03  2.39  -3.41  -0.038
Ti  0.55  -0.51  -2.31  0.959
H  3.19  3.35  -3.87  0.126
C  3.87  1.30  -3.14  -0.042
H  4.92  1.24  -3.34  0.096
C  3.08  0.37  -2.46  -0.098
H  0.81  3.96  -3.73  0.106
C  -1.79  2.05  2.84  -0.033
H  -2.63  1.36  2.78  0.012
H  -0.96  1.65  2.27  0.021
H  -2.08  3.01  2.40  0.019
N  0.51  4.38  -1.55  -0.053
N  -0.55  2.24  -3.18  -0.006
N  0.22  4.03  -0.24  0.004
N  -0.77  0.93  -2.77  -0.093
C  0.66  5.76  -1.57  -0.111
C  -1.48  2.57  -4.09  -0.055
H  0.84  6.32  -2.48  0.093
H  -1.40  3.56  -4.54  0.128
C  0.54  6.25  -0.22  -0.092
C  -2.46  1.57  -4.15  -0.040
C  0.30  5.10  0.54  -0.210
C  -2.01  0.57  -3.26  -0.096
H  0.60  7.26  0.16  0.076
H  -3.38  1.62  -4.67  0.090
H  0.19  4.94  1.62  0.097
H  -2.47  -0.32  -2.87  0.103
H  -1.51  2.18  3.83  -0.012
C  -0.47  -5.70  -0.19  -0.045
C  -1.28  -4.48  0.15  -0.234
C  -2.26  -4.04  -0.73  -0.060
C  -3.00  -2.88  -0.49  -0.096
C  -2.72  -2.13  0.65  -0.029
C  -1.67  -2.53  1.48  -0.223
N  -1.30  -1.63  2.47  0.083
C  -0.03  -1.16  2.79  -0.214
C  0.14  -0.78  4.13  -0.041
C  1.39  -0.46  4.62  -0.084
C  2.49  -0.53  3.77  -0.089
C  2.34  -0.91  2.44  -0.025
C  1.07  -1.12  1.89  -0.071
C  1.08  -1.63  0.47  -0.504
O  1.67  -2.67  0.19  0.048
O  0.47  -0.86  -0.46  -0.200
C  -1.02  -3.77  1.33  -0.170
C  -0.05  -4.27  2.34  -0.022
H  0.59  -5.45  -0.33  0.090
H  -0.53  -6.47  0.59  0.079
H  -0.84  -6.15  -1.12  0.075
H  -2.46  -4.64  -1.63  0.105
H  -3.78  -2.55  -1.17  0.097
H  -3.24  -1.20  0.88  0.115
H  -2.06  -1.17  2.97  0.138
H  -0.74  -0.81  4.78  0.118
H  1.49  -0.17  5.67  0.104
H  3.49  -0.33  4.15  0.098
H  3.22  -1.08  1.81  0.123
H  0.98  -4.01  2.08  0.087
H  -0.26  -3.88  3.34  0.089
H  -0.10  -5.37  2.39  0.078

Computed properties:
**Expectation value of S²**: 2.004
**Strongest force on any atom**: 3.988 eV/Å
**2S+1**: 3
**E_LUMO (alpha / beta)**: -0.002 / -0.008 Ha
**Orbital gap (alpha / beta)**: 6.843 / 7.251 eV
**Total charge**: 0

Entry 2:
A structure of composition C25H28CeCl5O2 in a non-equilibrium geometry. Source: the Open Molecules 2025 dataset; level of theory: the ωB97M-V functional and the def2-TZVPD basis.

Each line ends with the Löwdin charge.
CARTESIAN COORDINATES (ANGSTROEM)
O  0.09  -0.13  -4.92  -0.138
C  -0.03  1.19  -5.57  -0.150
C  -0.21  0.61  -6.97  -0.074
H  0.89  1.75  -5.42  0.120
H  -0.90  1.75  -5.21  0.119
C  -0.04  -0.75  -6.24  -0.567
H  0.62  0.83  -7.65  0.114
H  -1.20  0.74  -7.40  0.113
C  1.22  -1.47  -6.69  -0.025
H  2.08  -0.79  -6.65  0.090
H  1.07  -1.81  -7.72  0.094
H  1.42  -2.34  -6.06  0.088
C  -1.26  -1.64  -6.38  -0.022
H  -2.17  -1.11  -6.10  0.090
H  -1.16  -2.54  -5.77  0.088
H  -1.34  -1.94  -7.43  0.094
Ce  -0.10  -0.16  2.45  0.976
C  -2.32  -0.83  3.72  -0.211
C  -2.25  0.60  3.87  -0.206
C  -2.49  1.18  2.59  -0.171
H  -2.08  1.13  4.80  0.091
C  -2.64  0.12  1.63  -0.196
C  -2.54  -1.12  2.34  -0.204
H  -2.66  -2.11  1.90  0.116
H  -2.29  -1.55  4.54  0.103
H  -2.62  2.25  2.38  0.112
H  -2.84  0.24  0.57  0.106
C  0.91  -2.10  3.93  -0.174
C  0.00  -2.72  3.03  -0.187
C  0.51  -2.57  1.70  -0.200
H  -0.91  -3.25  3.31  0.118
C  1.75  -1.85  1.78  -0.206
C  2.00  -1.56  3.16  -0.196
H  2.88  -1.06  3.56  0.120
H  0.82  -2.07  5.01  0.094
H  0.07  -2.98  0.79  0.114
H  2.39  -1.58  0.94  0.118
O  0.09  0.32  -0.10  -0.294
C  -0.36  -0.65  -1.09  -0.158
C  -0.69  0.17  -2.32  -0.155
H  -1.23  -1.19  -0.69  0.122
H  0.46  -1.36  -1.26  0.132
C  0.10  1.47  -2.17  -0.146
H  -1.76  0.36  -2.36  0.125
H  -0.42  -0.40  -3.20  0.083
C  0.18  1.67  -0.67  -0.143
H  -0.36  2.31  -2.70  0.116
H  1.11  1.34  -2.57  0.121
H  -0.66  2.26  -0.28  0.131
H  1.13  2.11  -0.32  0.113
Cl  -0.60  -0.33  6.64  0.723
C  0.54  0.84  6.08  -0.688
C  0.81  0.95  4.73  -0.244
C  1.74  1.85  4.28  -0.647
Cl  2.07  1.91  2.54  0.727
C  2.43  2.71  5.17  -0.705
Cl  3.59  3.82  4.58  0.682
C  2.15  2.62  6.55  -0.713
Cl  2.95  3.64  7.66  0.684
C  1.20  1.67  7.02  -0.702
Cl  0.86  1.54  8.69  0.681

Computed properties:
**Expectation value of S²**: 0.751
**Strongest force on any atom**: 2.120 eV/Å
**2S+1**: 2
**E_LUMO (alpha / beta)**: 0.007 / 0.007 Ha
**Orbital gap (alpha / beta)**: 8.014 / 8.369 eV
**Total charge**: 0
**Energy above the lowest of the compared OMol25 structures with the same formula, charge and spin**: 8.01 kJ/mol

Entry 3:
A structure of composition C25H28F5FeO2 in a non-equilibrium geometry. Source: the Open Molecules 2025 dataset; level of theory: the ωB97M-V functional and the def2-TZVPD basis.

Each line ends with the Löwdin charge.
CARTESIAN COORDINATES (ANGSTROEM)
O  3.16  -3.52  1.38  -0.122
C  2.55  -4.55  2.20  -0.162
C  3.87  -5.23  2.58  -0.076
H  1.90  -5.20  1.61  0.120
H  2.02  -4.15  3.07  0.119
C  4.47  -4.13  1.66  -0.566
H  3.97  -6.25  2.23  0.105
H  4.13  -5.14  3.63  0.108
C  5.11  -4.69  0.40  -0.026
H  4.45  -5.41  -0.11  0.089
H  6.05  -5.20  0.66  0.090
H  5.33  -3.87  -0.28  0.088
C  5.39  -3.18  2.38  -0.024
H  4.91  -2.79  3.28  0.091
H  5.64  -2.35  1.71  0.089
H  6.32  -3.70  2.67  0.090
Fe  -1.42  2.93  -1.14  0.541
C  -1.43  4.34  0.33  -0.223
C  -2.65  3.66  0.70  -0.192
C  -2.30  2.46  1.41  -0.142
H  -3.65  4.07  0.60  0.094
C  -0.88  2.32  1.39  -0.146
C  -0.34  3.45  0.70  -0.218
H  0.72  3.71  0.68  0.097
H  -1.36  5.39  0.05  0.102
H  -3.00  1.83  1.95  0.084
H  -0.31  1.57  1.92  0.079
C  -0.93  3.77  -3.00  -0.176
C  0.19  3.86  -2.10  -0.202
C  0.60  2.52  -1.78  -0.188
H  0.69  4.79  -1.81  0.105
C  -0.25  1.61  -2.48  -0.149
C  -1.19  2.38  -3.24  -0.185
H  -1.93  1.99  -3.93  0.106
H  -1.44  4.61  -3.48  0.108
H  1.49  2.23  -1.22  0.097
H  -0.14  0.53  -2.51  0.096
O  -0.17  -0.43  -0.23  -0.172
C  1.17  -0.36  0.29  -0.208
C  1.27  -1.38  1.43  -0.168
H  1.39  0.67  0.62  0.103
H  1.86  -0.61  -0.53  0.121
C  0.05  -2.29  1.23  -0.165
H  1.19  -0.85  2.38  0.110
H  2.22  -1.90  1.39  0.072
C  -0.95  -1.34  0.58  -0.194
H  -0.32  -2.75  2.15  0.104
H  0.28  -3.07  0.50  0.110
H  -1.52  -0.78  1.35  0.117
H  -1.67  -1.81  -0.10  0.115
F  -4.07  4.73  -1.79  0.035
C  -4.36  3.39  -1.91  -0.226
C  -3.38  2.44  -1.68  -0.053
C  -3.78  1.12  -1.81  -0.216
F  -2.90  0.11  -1.52  0.048
C  -5.08  0.75  -2.18  -0.149
F  -5.41  -0.56  -2.30  0.073
C  -6.05  1.73  -2.41  -0.154
F  -7.29  1.40  -2.80  0.075
C  -5.68  3.07  -2.27  -0.150
F  -6.57  4.05  -2.50  0.074

Computed properties:
**Expectation value of S²**: 6.034
**Strongest force on any atom**: 3.190 eV/Å
**2S+1**: 5
**E_LUMO (alpha / beta)**: 0.076 / 0.076 Ha
**Orbital gap (alpha / beta)**: 4.631 / 5.967 eV
**Total charge**: -1
**Energy above the lowest of the compared OMol25 structures with the same formula, charge and spin**: 29.05 kJ/mol

Entry 4:
A structure of composition C25H28F5Ge2LiN in a non-equilibrium geometry. Source: the Open Molecules 2025 dataset; level of theory: the ωB97M-V functional and the def2-TZVPD basis.

Each line ends with the Löwdin charge.
CARTESIAN COORDINATES (ANGSTROEM)
Li  0.94  -2.39  0.44  0.431
F  -0.01  -5.56  -0.39  -0.076
C  -0.16  -4.25  0.13  -0.342
F  -1.20  -3.74  -0.68  -0.099
C  -0.80  -4.45  1.48  -0.628
F  -2.01  -5.08  1.54  0.084
F  -1.00  -3.27  2.11  0.066
F  -0.01  -5.16  2.31  0.093
C  2.44  0.11  2.35  -0.081
C  3.54  0.06  1.34  -0.263
C  4.43  1.10  1.19  -0.111
C  5.47  1.04  0.27  -0.165
C  5.61  -0.10  -0.50  -0.119
C  4.73  -1.16  -0.40  -0.259
C  4.92  -2.39  -1.23  -0.085
C  3.61  -1.11  0.50  -0.414
N  2.73  -2.05  0.55  0.059
H  2.58  0.93  3.06  0.065
H  2.39  -0.83  2.89  0.072
H  1.47  0.24  1.86  0.027
H  4.30  1.99  1.79  0.095
H  6.17  1.87  0.17  0.064
H  6.42  -0.17  -1.22  0.090
H  5.81  -2.28  -1.87  0.059
H  4.04  -2.55  -1.85  0.070
H  5.04  -3.26  -0.59  0.068
C  -0.23  2.78  2.39  -0.285
Ge  -1.77  1.74  1.56  0.723
C  -2.93  3.34  0.97  -0.270
C  -2.76  1.18  3.27  -0.292
Ge  -1.11  -0.32  0.10  0.846
C  -2.95  -0.51  -0.75  -0.405
C  -4.11  0.10  -0.29  -0.150
C  -5.34  -0.08  -0.91  -0.118
C  -5.44  -0.92  -2.01  -0.135
C  -4.31  -1.58  -2.46  -0.113
C  -3.09  -1.37  -1.84  -0.154
C  -0.38  0.87  -1.38  -0.403
C  -1.03  1.17  -2.57  -0.128
C  -0.42  1.89  -3.58  -0.125
C  0.87  2.35  -3.42  -0.137
C  1.55  2.08  -2.24  -0.107
C  0.92  1.36  -1.24  -0.143
H  -0.57  3.71  2.82  -0.009
H  0.53  3.01  1.64  -0.009
H  0.26  2.19  3.17  -0.014
H  -3.35  3.88  1.82  -0.009
H  -3.76  3.02  0.34  -0.023
H  -2.32  4.03  0.40  -0.009
H  -2.78  1.97  4.02  -0.011
H  -2.27  0.31  3.70  -0.008
H  -3.79  0.90  3.05  -0.016
H  -4.06  0.75  0.57  0.037
H  -6.22  0.43  -0.53  0.089
H  -6.40  -1.07  -2.50  0.083
H  -4.38  -2.27  -3.29  0.090
H  -2.22  -1.89  -2.20  0.092
H  -2.04  0.81  -2.72  0.080
H  -0.95  2.10  -4.50  0.085
H  1.36  2.91  -4.21  0.082
H  2.57  2.43  -2.10  0.094
H  1.47  1.15  -0.33  0.075

Computed properties:
**Expectation value of S²**: 0.758
**Strongest force on any atom**: 2.108 eV/Å
**2S+1**: 2
**E_LUMO (alpha / beta)**: 0.178 / 0.178 Ha
**Orbital gap (alpha / beta)**: 6.160 / 5.843 eV
**Total charge**: -2
**Energy above the lowest of the compared OMol25 structures with the same formula, charge and spin**: 62.64 kJ/mol